Density functional theory data (ωB97M-V/def2-TZVPD) for a molecular structure, C19H16Cl5N5O4SSn.

The geometry in XYZ format:
```
51
Properties=species:S:1:pos:R:3:forces:R:3:lowdin_charge:R:1
Sn 1.001 1.051 -0.048 0.143 -0.106 -0.043 1.371
Cl -3.993 6.706 0.642 -0.026 0.034 0.001 0.679
Cl -1.966 6.327 -1.694 0.013 -0.015 -0.024 0.690
Cl -2.624 1.828 2.541 -0.002 -0.013 -0.001 0.737
Cl -4.339 4.445 2.763 0.008 -0.006 0.002 0.693
Cl -0.293 3.695 -1.903 0.040 -0.066 0.011 0.692
S 2.270 -2.193 1.211 -0.391 -0.130 0.166 0.621
O 0.971 1.000 2.366 0.195 0.142 -0.002 -0.075
O 3.232 -1.922 0.181 0.142 -0.016 -0.164 -0.297
O 1.577 -3.446 1.190 0.059 -0.035 -0.027 -0.277
O -0.866 1.776 0.261 -0.502 -0.016 0.010 -0.378
N -0.190 -0.995 -3.908 0.002 0.026 -0.052 -0.082
N -2.310 -0.917 -2.736 -0.062 0.064 -0.038 -0.082
N -0.748 -2.702 -2.285 0.012 -0.063 0.002 -0.077
N 1.193 -0.938 1.274 0.326 0.265 -0.111 -0.150
N -0.244 -0.434 -1.526 -0.079 -0.137 -0.317 -0.190
C -3.216 4.250 1.478 0.028 0.069 -0.080 -0.698
C 1.448 -0.147 2.330 -0.128 -0.003 0.133 -0.584
C -1.534 2.901 0.344 0.078 -0.217 0.140 -0.457
C -1.410 3.921 -0.601 -0.096 0.262 -0.077 -0.594
C -1.614 -0.654 -3.996 0.012 -0.016 0.016 -0.158
C 0.411 -0.203 -2.855 -0.033 -0.054 0.115 -0.209
C -1.702 -0.115 -1.693 0.157 0.062 0.078 -0.164
C 2.408 -0.719 3.307 -0.126 -0.015 0.122 -0.131
C 4.233 -2.155 4.778 0.009 -0.016 0.002 -0.055
C -0.078 -2.412 -3.551 -0.013 -0.002 -0.006 -0.157
C -2.459 3.092 1.388 0.020 -0.017 -0.010 -0.602
C -3.067 5.263 0.526 0.030 -0.096 0.045 -0.716
C 2.775 -0.236 4.550 0.016 0.026 0.007 0.012
C -0.137 -1.904 -1.242 0.069 0.126 0.049 -0.180
C 3.697 -0.973 5.282 -0.004 0.005 0.006 -0.054
C 3.868 -2.635 3.526 0.022 0.029 -0.008 -0.021
C -2.161 5.091 -0.515 0.011 -0.015 0.019 -0.701
C -2.157 -2.333 -2.403 -0.006 -0.013 0.000 -0.160
C 2.953 -1.887 2.814 0.087 -0.128 0.001 -0.210
H -2.662 -2.535 -1.456 0.008 0.000 -0.001 0.132
H -0.532 -3.012 -4.342 -0.003 0.007 0.005 0.129
H 4.946 -2.711 5.373 0.002 -0.001 -0.002 0.110
H -2.621 -2.937 -3.184 0.004 0.011 0.001 0.128
H 1.470 -0.459 -2.760 -0.015 0.004 -0.001 0.126
H 4.001 -0.630 6.262 -0.003 0.007 -0.007 0.109
H -1.789 0.939 -1.950 -0.006 0.049 0.016 0.114
H 0.920 -2.158 -1.181 0.055 -0.012 0.028 0.103
H -2.198 -0.282 -0.739 -0.004 -0.027 0.014 0.136
H -2.070 -1.247 -4.789 0.000 -0.004 0.011 0.128
H 2.349 0.682 4.931 -0.010 -0.009 -0.015 0.127
H -0.605 -2.105 -0.281 -0.032 -0.011 0.006 0.127
H 0.977 -2.680 -3.469 -0.003 0.005 0.010 0.133
H 4.281 -3.553 3.129 -0.006 0.009 -0.005 0.126
H -1.714 0.404 -4.246 0.003 -0.004 0.006 0.131
H 0.320 0.857 -3.095 -0.002 0.060 -0.030 0.105
```
Forces are in eV/Å.

Output
ΔE to the lowest compared entry with this formula, charge and spin = 18.21 kJ/mol
orbital gap = 0.305 Ha
electronic energy = -4221.87042 Eh
highest occupied orbital energy = -0.3119 hartree

Density functional theory data (ωB97M-V/def2-TZVPD) for C19H16ClN7O2 in the gas phase in a non-equilibrium geometry.

The geometry in XYZ format:
```
45
Properties=species:S:1:pos:R:3:forces:R:3:lowdin_charge:R:1
Cl -1.364 -0.206 -6.441 -1.767 0.081 0.956 0.744
O -2.234 2.654 8.799 1.279 -2.084 -0.393 0.069
O -1.511 1.030 7.424 0.959 -0.214 -2.437 0.014
N 0.518 1.595 -1.006 -0.888 -2.647 -1.681 0.126
N -0.503 0.083 5.047 1.799 0.248 -0.603 0.061
N 0.017 -0.113 3.880 -2.060 1.416 -1.882 0.094
N -0.776 2.035 3.943 0.187 -1.078 -0.266 0.188
N 0.912 -2.028 -1.053 -1.679 2.098 -0.389 0.120
N 0.294 -1.950 -3.284 0.756 -3.165 0.745 -0.039
N -0.806 1.341 5.067 -2.631 0.578 3.974 -0.204
C 0.215 0.054 0.863 -0.212 0.073 1.396 0.043
C 0.040 1.156 1.717 0.582 1.735 -1.648 -0.116
C 2.073 -0.650 -8.004 3.132 0.675 -2.607 -0.128
C 0.063 -2.459 -4.667 -0.990 -0.900 -0.041 -0.112
C 0.280 -0.827 -1.398 0.338 0.378 -1.833 -0.247
C 0.185 -0.828 -6.643 1.770 -0.625 -0.423 -0.639
C -0.114 -0.812 -2.743 0.265 2.664 1.726 -0.032
C -2.166 0.403 9.677 2.377 -1.200 -1.071 0.026
C 0.329 0.321 -0.539 0.586 2.047 2.041 -0.209
C 0.401 2.622 -0.188 0.463 0.947 -3.090 -0.212
C 0.841 -2.682 -2.145 1.491 -2.019 -2.134 -0.156
C 2.859 -1.521 -7.206 0.128 1.118 1.646 -0.082
C -0.318 1.096 3.154 2.741 -2.768 -0.587 -0.262
C -1.874 1.484 8.618 -2.586 2.431 0.975 -0.495
C 0.211 2.461 1.078 -1.786 -1.146 6.352 -0.065
C 0.825 -1.793 -5.786 1.489 1.174 -1.412 -0.187
C -1.527 1.914 6.243 -1.880 -0.018 -0.122 -0.037
C 2.229 -2.057 -6.079 -1.513 -0.136 -0.917 -0.034
C 0.799 -0.261 -7.800 -1.040 -0.298 1.230 -0.147
H 0.210 -3.579 -4.629 0.214 1.291 -0.105 0.143
H -2.910 0.767 10.304 -1.249 0.862 1.045 0.053
H 0.067 3.385 1.640 0.028 -0.477 0.400 0.109
H -1.288 0.119 10.324 -0.641 0.516 -0.838 0.105
H -0.505 0.081 -3.276 0.234 -1.124 0.304 0.141
H 2.805 -2.817 -5.561 -0.315 0.241 0.630 0.106
H 4.011 -1.535 -7.163 -2.074 -0.274 -0.965 0.135
H 0.292 0.517 -8.463 0.660 -1.416 1.166 0.131
H 0.266 -0.993 1.309 -0.425 1.481 -0.973 0.135
H -2.612 2.165 5.915 1.736 -0.744 0.769 0.171
H 2.526 -0.179 -8.930 -0.112 -0.686 1.240 0.122
H -1.031 2.839 6.399 0.338 0.834 0.749 0.114
H -2.521 -0.537 9.228 0.233 0.434 -0.109 0.090
H 0.372 3.684 -0.507 0.507 -0.980 -0.693 0.124
H 1.418 -3.646 -2.104 -1.154 0.771 -1.274 0.136
H -1.000 -2.335 -5.018 0.709 -0.096 1.148 0.103
```
Forces are in eV/Å.

Output
SMILES = CC(=O)OCn1nnc(-c2ccnc(-c3cn(Cc4ccccc4Cl)cn3)c2)n1
orbital gap = 0.306 Ha
electronic energy = -1727.46062 Eh
highest occupied orbital energy = -0.2960 hartree

Density functional theory data (ωB97M-V/def2-TZVPD) for C19H16ClNO5 in the gas phase in a non-equilibrium geometry.

The geometry in XYZ format:
```
42
Properties=species:S:1:pos:R:3:forces:R:3:lowdin_charge:R:1
Cl -0.879 -0.132 -6.282 -0.009 -0.055 0.473 0.642
O -2.524 -2.299 2.327 0.394 0.615 -0.310 0.067
O -0.036 0.638 5.025 0.153 0.207 -0.508 -0.086
O -1.987 -2.441 -0.123 -0.006 -0.237 -0.759 0.042
O 1.966 3.035 1.240 -0.349 0.895 -0.322 0.120
O 1.650 2.815 -1.005 0.647 -1.492 0.667 -0.028
N 1.292 -0.078 0.348 -0.080 -0.017 -1.661 0.000
C 0.638 0.282 2.694 1.655 0.752 0.380 0.034
C 0.472 -0.341 1.465 -1.112 -0.089 0.048 -0.107
C -0.939 -3.010 -2.787 0.047 0.008 -0.050 -0.024
C -0.551 -1.690 -2.537 -0.382 -0.128 -0.885 -0.172
C -0.915 -1.198 -4.895 0.394 -0.037 1.172 -0.640
C -1.293 -2.518 -5.089 -0.173 0.036 -1.183 -0.128
C -0.186 -1.310 -1.170 1.069 0.826 0.728 -0.091
C 0.914 -0.530 -0.952 -0.721 -0.127 2.166 0.057
C 1.122 4.115 -1.089 -1.251 1.398 -0.279 -0.071
C 2.401 0.901 0.424 -0.900 -0.199 -1.619 -0.032
C 1.967 2.366 0.243 0.050 -0.010 0.867 -0.433
C -0.666 -1.202 1.326 2.301 0.654 -2.191 -0.006
C -0.975 -1.730 -0.018 -1.030 0.124 1.145 -0.253
C -0.149 -0.004 3.804 -0.354 0.521 -0.292 -0.270
C 0.009 2.074 4.976 1.748 0.022 -1.526 -0.058
C -1.169 -0.905 3.671 -0.916 -0.318 0.383 0.069
C -0.535 -0.760 -3.599 -0.432 -1.300 -0.724 -0.026
C -1.284 -3.427 -4.055 -0.101 0.031 0.412 -0.070
C -1.449 -1.480 2.432 -1.178 -0.829 0.785 -0.240
H -1.842 -1.039 4.513 0.050 -0.259 -0.205 0.139
H 3.133 0.708 -0.343 0.051 -0.532 -0.574 0.128
H -0.895 2.501 4.569 -0.444 -0.066 -0.185 0.090
H -0.257 0.258 -3.429 0.085 0.482 0.041 0.102
H 2.947 0.794 1.334 -0.054 0.190 0.795 0.122
H -1.577 -4.461 -4.215 0.033 0.197 -0.086 0.113
H -2.637 -2.469 1.336 0.309 -0.095 0.651 0.081
H 0.880 4.392 -2.125 0.497 -0.700 0.097 0.099
H -0.991 -3.729 -1.989 0.111 0.014 0.290 0.113
H 1.444 0.987 2.847 -0.021 0.057 -0.180 0.100
H 0.884 2.441 4.345 -1.063 -0.486 0.618 0.101
H 1.518 -0.248 -1.798 0.394 0.293 0.187 0.137
H 0.153 4.169 -0.585 0.221 -0.062 0.322 0.101
H 0.184 2.476 5.951 -0.054 -0.221 0.777 0.077
H -1.604 -2.854 -6.081 0.170 0.251 0.255 0.108
H 1.765 4.905 -0.706 0.249 -0.313 0.274 0.095
```
Forces are in eV/Å.

Output
SMILES = COC(=O)Cn1cc(-c2cccc(Cl)c2)c(=O)c2c(O)cc(OC)cc21
orbital gap = 0.302 Ha
electronic energy = -1624.77781 Eh
highest occupied orbital energy = -0.2992 hartree

Density functional theory data (ωB97M-V/def2-TZVPD) for a molecular structure, C19H16FIN5OPdSe.

The geometry in XYZ format:
```
45
Properties=species:S:1:pos:R:3:forces:R:3:lowdin_charge:R:1
I -1.131 4.197 0.944 -0.045 0.120 0.012 0.614
Pd -0.189 0.969 1.586 0.469 -0.438 0.529 0.586
Se -2.642 0.709 2.415 -0.021 0.075 -0.200 0.582
F 3.132 1.801 -4.426 0.000 0.002 0.000 0.024
O 0.104 -1.011 3.078 0.003 -0.024 -0.057 -0.266
N -2.314 -0.099 -0.367 -0.082 0.049 0.106 -0.085
N 1.025 2.007 3.760 0.212 0.288 0.296 0.150
N 0.467 -0.387 7.641 -0.009 0.031 0.003 0.117
N -1.517 -1.568 1.054 -0.052 0.041 0.012 0.094
N 0.110 -1.157 4.340 0.031 0.007 0.052 -0.027
C 3.307 1.963 -2.078 0.004 0.002 0.019 -0.018
C 1.448 0.123 0.670 0.232 0.102 -0.002 -0.187
C 2.893 1.536 -0.822 0.009 0.022 -0.033 -0.059
C -1.997 -1.464 -2.459 -0.018 -0.008 0.003 -0.025
C -1.981 -0.281 0.956 -0.765 -0.226 -0.024 -0.803
C 0.772 1.130 4.464 -0.040 -0.115 -0.253 -0.201
C 1.368 -0.001 -1.830 0.015 -0.010 0.011 -0.034
C 0.186 2.564 0.479 -0.096 0.059 -0.222 -0.799
C -0.931 -3.596 -2.002 0.014 -0.012 0.032 -0.106
C -1.945 -1.206 -1.101 0.084 -0.023 -0.028 -0.188
C 0.427 -0.108 5.080 -0.081 -0.025 -0.035 -0.333
C 2.733 1.392 -3.191 -0.012 -0.013 -0.018 -0.297
C 1.768 0.409 -3.092 0.012 0.013 0.001 -0.014
C -1.408 -2.132 -0.198 0.069 0.017 -0.034 -0.197
C -1.481 -2.681 -2.896 -0.013 0.027 -0.017 -0.108
C -0.884 -3.335 -0.635 -0.011 -0.005 -0.009 -0.013
C 0.440 -0.265 6.496 0.020 -0.049 0.006 -0.214
C -2.848 1.122 -0.918 0.031 0.029 -0.027 -0.050
C 1.915 0.552 -0.667 -0.038 -0.018 0.007 -0.326
H -2.205 1.475 -1.727 0.006 0.008 0.008 0.095
H -3.861 0.966 -1.296 0.010 -0.013 -0.011 0.096
H -2.871 1.871 -0.129 -0.007 -0.009 -0.004 0.003
H -1.500 -2.915 -3.952 0.001 -0.002 0.001 0.095
H -2.407 -0.743 -3.153 0.005 0.001 0.000 0.108
H 1.346 -0.025 -3.989 -0.002 -0.002 0.000 0.111
H -0.527 -4.528 -2.376 0.001 0.002 -0.003 0.095
H 2.231 0.240 1.423 0.012 -0.003 -0.005 0.060
H 3.341 1.976 0.061 0.002 -0.005 0.002 0.115
H 0.128 2.444 -0.599 0.007 0.008 -0.016 -0.036
H 1.130 -0.922 0.650 0.013 -0.011 0.014 0.049
H 4.063 2.728 -2.196 0.001 0.000 0.002 0.112
H 1.173 2.919 0.769 -0.017 0.079 -0.086 -0.044
H -0.449 -4.040 0.061 0.001 -0.005 -0.003 0.113
H -1.037 -1.849 1.913 0.035 0.034 -0.020 0.112
H 0.616 -0.777 -1.740 0.009 0.004 -0.008 0.094
```
Forces are in eV/Å.

Output
charge = -1
ΔE to the lowest compared entry with this formula, charge and spin = 6.65 kJ/mol
orbital gap = 0.267 Ha
electronic energy = -4009.52677 Eh
highest occupied orbital energy = -0.1757 hartree

Density functional theory data (ωB97M-V/def2-TZVPD) for C19H16N2O5 in the gas phase.

The geometry in XYZ format:
```
42
Properties=species:S:1:pos:R:3:forces:R:3:lowdin_charge:R:1
O 3.071 -0.537 -1.546 -0.010 -0.058 0.083 0.099
O -3.327 -1.067 0.739 -0.248 -0.114 0.396 0.017
O 2.178 1.257 2.054 0.283 0.005 -0.008 0.064
O 3.328 -1.239 0.575 -0.198 -0.242 0.155 -0.042
O -3.577 0.026 -1.207 -0.041 -0.102 -0.165 0.116
N -1.316 1.008 2.242 -0.793 0.060 -0.061 0.126
N -0.012 0.998 2.519 0.398 0.015 0.106 0.086
C 2.631 -1.049 -0.545 0.117 0.063 -0.310 -0.470
C 1.133 2.309 -1.927 0.023 -0.026 0.071 -0.049
C 1.227 -1.519 -0.410 -0.260 -0.055 -0.018 -0.123
C 4.626 -0.665 0.651 0.347 0.263 -0.129 -0.032
C 1.532 2.005 -0.646 -0.027 0.021 0.155 -0.008
C -1.716 1.335 1.060 0.121 -0.017 0.586 -0.225
C 0.731 -1.984 0.805 0.083 0.023 -0.046 -0.004
C -3.421 0.028 -0.016 -0.313 0.474 0.011 -0.495
C -0.608 -2.299 0.923 -0.057 -0.045 -0.117 -0.014
C -0.961 -1.726 -1.385 -0.026 -0.121 0.040 -0.012
C -1.174 1.999 -1.302 -0.064 0.015 0.093 -0.008
C -2.950 -2.275 0.059 0.196 -0.161 -0.350 -0.095
C 0.378 -1.408 -1.507 0.274 0.004 0.076 0.005
C -0.790 1.675 0.004 0.645 0.081 -0.042 -0.087
C -1.464 -2.162 -0.165 -0.101 -0.014 0.025 -0.189
C 0.583 1.673 0.321 -0.298 0.110 -0.311 -0.071
C -0.221 2.298 -2.251 -0.032 0.036 0.004 -0.050
C 1.025 1.306 1.668 -0.149 -0.033 0.168 -0.418
C -3.205 1.269 0.832 0.106 -0.259 -0.137 -0.011
H 4.556 0.248 1.244 0.007 -0.063 -0.040 0.090
H 5.274 -1.386 1.145 -0.059 0.030 -0.020 0.094
H 1.393 -2.068 1.651 0.048 0.003 0.076 0.122
H -1.625 -1.607 -2.227 -0.082 0.028 -0.065 0.120
H -3.501 -2.361 -0.882 0.058 -0.048 0.170 0.129
H -3.572 2.151 0.312 -0.052 -0.076 -0.028 0.129
H -0.531 2.532 -3.259 -0.042 0.023 -0.080 0.109
H 2.573 2.009 -0.363 0.092 -0.029 0.004 0.123
H -1.006 -2.627 1.872 -0.036 -0.028 0.128 0.121
H 0.782 -1.044 -2.439 0.037 0.049 -0.080 0.123
H -3.693 1.147 1.797 0.024 0.056 -0.040 0.129
H -2.217 1.994 -1.575 -0.096 -0.028 -0.029 0.105
H 1.868 2.550 -2.679 0.075 0.007 -0.069 0.112
H 0.216 0.733 3.471 0.030 0.090 -0.296 0.162
H -3.212 -3.089 0.736 0.006 0.106 -0.071 0.133
H 4.995 -0.438 -0.351 0.016 -0.046 0.166 0.090
```
Forces are in eV/Å.

Output
SMILES = COC(=O)c1ccc(COC(=O)Cc2n[nH]c(=O)c3ccccc23)cc1
ΔE to the lowest compared entry with this formula, charge and spin = 92.14 kJ/mol
orbital gap = 0.330 Ha
electronic energy = -1219.39653 Eh
highest occupied orbital energy = -0.3234 hartree